(1)
C3H30NO13S | ωB97M-V/def2-TZVPD

Element x y z (Å)
1 C -0.07456 0.23460 0.59792
2 C -0.09313 1.72719 0.75795
3 S 1.39304 2.82107 0.87326
4 C -1.49033 -0.27471 0.43572
5 N -1.84727 -0.96785 -0.69695
6 O -2.37442 -0.10053 1.26270
7 H 0.43292 -0.14349 1.52297
8 H 0.63439 -0.29032 -0.05041
9 H -0.63537 1.83429 1.72137
10 H -0.80961 2.14022 0.07008
11 H -2.80893 -1.23594 -0.88286
12 H -1.29064 -1.00534 -1.55149
13 H 3.11499 2.02160 -0.35358
14 H 2.30762 1.34511 -1.36775
15 O 3.23571 1.54790 -1.21576
16 H 2.16390 -4.17780 -0.38922
17 H 2.25004 -2.66835 0.23479
18 O 1.71917 -3.34653 -0.21915
19 H 3.87056 -0.88474 -0.17101
20 H 3.26659 -0.45155 1.19203
21 O 3.24362 -1.16885 0.49558
22 H 0.28260 -3.29581 -0.70110
23 H -0.93561 -4.10926 -0.47992
24 O -0.45864 -3.76742 -1.25289
25 H -2.83165 -2.89080 1.81551
26 H -2.03811 -3.01073 0.45415
27 O -2.45482 -3.50050 1.17175
28 H -3.01983 2.28135 -3.22210
29 H -2.64958 0.81947 -3.21133
30 O -3.09779 1.46134 -3.77514
31 H -3.47647 3.74342 -1.45276
32 H -1.93190 3.53417 -1.94630
33 O -2.87570 3.58174 -2.18300
34 H -2.18417 -0.70558 2.94302
35 H -0.92107 -1.33519 3.47686
36 O -1.78292 -1.02680 3.78687
37 H 3.57245 1.19329 2.80926
38 H 2.20687 0.90273 2.16485
39 O 3.00908 0.45529 2.55735
40 H 0.11237 0.80990 -3.91666
41 H 0.86631 0.44074 -2.63908
42 O 0.02592 0.31651 -3.09400
43 H 0.37218 3.12247 -1.52945
44 H 0.35282 4.50227 -2.25751
45 O -0.20049 3.76397 -1.99283
46 H 1.29543 -1.04914 4.07212
47 H 1.55008 -1.46946 2.69089
48 O 1.00435 -1.72395 3.44527

Forces on atoms 1 to 2 (eV/Å):
1.691 -1.630 0.799
-0.740 1.184 1.207

M ... 320.3 Da
HOMO level ... -4.846 eV
Total charge ... -1


(2)
C3H31N3O14 | ωB97M-V/def2-TZVPD

Element x y z (Å)
1 O 3.65641 0.64492 0.06546
2 C 2.98617 1.51476 -0.46387
3 N 2.72881 1.53005 -1.79535
4 C 2.17948 2.51734 0.33302
5 N 0.76890 2.11884 0.19885
6 C -0.01740 1.68689 1.20590
7 N 0.67567 1.33058 2.36690
8 O -1.19125 1.37706 1.00776
9 H 3.10025 0.87245 -2.45139
10 H 2.21826 2.32058 -2.14913
11 H 2.28722 3.56333 0.02310
12 H 2.36392 2.54370 1.40207
13 H 0.35829 2.45098 -0.65188
14 H 1.47227 0.73410 2.16735
15 H -0.07207 0.99619 2.95963
16 H 2.29802 -2.84287 -0.64319
17 H 3.58905 -2.14448 -0.75540
18 O 3.06349 -2.61002 -0.13148
19 H -1.28875 1.75047 -1.68179
20 H -0.28558 1.36107 -2.77092
21 O -0.65126 2.12466 -2.29914
22 H -5.03512 1.35773 1.05354
23 H -3.90217 0.45261 1.22225
24 O -4.43819 0.81933 0.51826
25 H -1.64483 0.03165 0.02836
26 H -3.04356 -0.04366 -0.86574
27 O -2.30429 -0.50607 -0.45966
28 H 2.85827 -1.62656 -3.35583
29 H 1.67661 -2.66725 -3.45572
30 O 2.31553 -2.24013 -2.88448
31 H 2.73003 -0.90985 1.60085
32 H 2.87595 -1.57063 2.98707
33 O 2.42140 -0.87535 2.51929
34 H -1.12847 -2.21338 -2.33507
35 H -1.22090 -0.75904 -1.78124
36 O -0.96774 -1.29145 -2.56377
37 H -1.08994 -0.97245 4.62767
38 H -2.06698 -0.93761 3.66507
39 O -2.04600 -0.89337 4.63455
40 H 1.40606 -0.66247 -2.71748
41 H 0.60446 -0.10517 -3.82998
42 O 1.46012 0.01641 -3.39948
43 H -3.24205 -2.59754 0.00886
44 H -3.47100 -1.94114 -1.20349
45 O -4.00527 -2.38391 -0.52647
46 H -0.76494 -3.56785 -0.11491
47 H -1.29648 -4.58475 -1.11086
48 O -1.12301 -3.64710 -1.00583
49 H -2.67721 1.54195 2.64280
50 H -3.03571 1.06371 4.04852
51 O -2.86336 1.86150 3.53275

Forces on atoms 1 to 2 (eV/Å):
0.166 -0.058 0.198
0.113 -0.800 -0.453

M ... 333.3 Da
HOMO level ... -9.897 eV
Total charge ... 0